(1)
Formula: C4H10I2Si2
Source: the OMol25 dataset
Level of theory: wB97M-V/def2-TZVPD

As for the net charge: 0. The largest force on an atom is 3.9 eV/A. The value obtained for the total energy is -36266.026 eV.

Each line ends with the natural charge from an NBO analysis.
Geometry (Å):
1 C -0.37 1.16 -0.88  -1.4197
2 C 0.48 0.92 1.94  -0.7809
3 C -1.78 -1.71 -0.50  -1.1584
4 C 2.02 -0.72 -0.42  -1.1097
5 Si -1.95 0.17 -0.64  1.0876
6 Si 1.17 0.85 0.27  1.4157
7 I -3.96 1.07 0.59  -0.2276
8 I 3.02 2.58 0.02  -0.2706
9 H -0.06 1.18 -1.96  0.2856
10 H -0.51 2.17 -0.54  0.2734
11 H 1.20 1.00 2.88  0.2231
12 H -0.56 0.81 2.09  0.1992
13 H -1.50 -2.04 0.47  0.2355
14 H -2.66 -2.31 -0.75  0.2595
15 H -0.97 -2.11 -1.23  0.2514
16 H 2.77 -1.08 0.33  0.2443
17 H 1.15 -1.45 -0.32  0.2374
18 H 2.52 -0.49 -1.33  0.2542

***

(2)
Formula: C4H10IN2S
Source: the OMol25 dataset
Level of theory: wB97M-V/def2-TZVPD

As for the net charge: +1. The largest force on an atom is 4.3 eV/A. The value obtained for the total energy is -26217.252 eV.

Each line ends with the natural charge from an NBO analysis.
Geometry (Å):
1 C 0.30 -1.22 1.06  -0.3223
2 C -0.90 -0.62 0.56  -0.1026
3 C 0.33 -0.48 -0.26  -0.0442
4 C 1.08 -1.05 2.35  -0.6277
5 N -1.26 1.44 -2.05  -0.9190
6 N 0.83 0.88 -0.49  -0.8764
7 S -2.34 0.09 0.46  0.1013
8 I 0.62 -1.76 -2.02  0.1545
9 H 0.08 -2.42 0.95  0.3102
10 H 1.51 -1.97 2.81  0.2614
11 H 0.36 -0.54 3.02  0.2414
12 H 1.97 -0.35 2.16  0.2273
13 H -0.36 1.45 -1.39  0.4648
14 H -1.97 2.07 -1.69  0.4305
15 H 0.95 1.43 0.36  0.4065
16 H 1.83 0.89 -0.91  0.4237
17 H -1.79 0.60 -1.90  0.4405
18 H -1.24 1.57 -3.03  0.4301

***

(3)
Formula: C4H10IPS
Source: the OMol25 dataset
Level of theory: wB97M-V/def2-TZVPD

As for the net charge: 0. The largest force on an atom is 4.2 eV/A. The value obtained for the total energy is -32533.328 eV. The SMILES is CCP(=S)(I)CC.

Each line ends with the natural charge from an NBO analysis.
Geometry (Å):
1 C 1.62 2.17 -0.06  -0.5784
2 C -1.98 -1.80 -0.67  -0.6152
3 C 1.42 0.68 0.09  -0.6729
4 C -0.59 -1.61 0.06  -0.7355
5 P -0.34 0.16 0.63  0.9178
6 S -1.96 1.91 -0.15  -0.5449
7 I -0.10 0.16 3.07  -0.0392
8 H 0.94 2.56 -0.72  0.2310
9 H 1.67 2.69 0.84  0.2132
10 H 2.67 2.10 -0.59  0.2005
11 H -2.15 -0.98 -1.40  0.2398
12 H -1.92 -2.70 -1.37  0.2226
13 H -2.71 -1.86 0.14  0.2244
14 H 2.16 0.32 0.69  0.2250
15 H 1.60 0.34 -0.87  0.2242
16 H 0.29 -1.97 -0.65  0.2490
17 H -0.63 -2.18 0.95  0.2386

***

(4)
Formula: C4H10KO2
Source: the OMol25 dataset
Level of theory: wB97M-V/def2-TZVPD

As for the net charge: +1. The largest force on an atom is 3.3 eV/A. The value obtained for the total energy is -24722.802 eV.

Each line ends with the natural charge from an NBO analysis.
Geometry (Å):
1 K -1.72 -4.67 1.06  0.9983
2 C 1.81 -0.12 1.46  -0.2565
3 O 1.08 -0.57 0.32  -0.5551
4 C 0.96 0.38 -0.68  -0.1068
5 C -0.21 -0.16 -1.40  -0.0721
6 O -1.48 -0.32 -0.74  -0.5557
7 C -1.98 0.87 -0.05  -0.2693
8 H 1.11 0.42 2.09  0.1694
9 H 2.69 0.48 1.23  0.1880
10 H 1.97 -1.00 2.08  0.1860
11 H 1.90 0.36 -1.23  0.1920
12 H 0.74 1.41 -0.41  0.1740
13 H -0.02 -1.11 -1.89  0.1854
14 H -0.46 0.61 -2.14  0.1663
15 H -1.94 1.80 -0.62  0.1790
16 H -1.43 1.04 0.88  0.1756
17 H -3.02 0.58 0.03  0.2013